(1)
The following is a DFT calculation (ωB97M-V with the def2-TZVPD basis set) of the ion C3HO3 with charge -1 at a distorted geometry.

Last column: Mulliken charge in e.
Atoms and positions in Å:
1 C -0.94 0.82 0.48  0.2971
2 C -0.55 -0.06 -0.38  -0.3723
3 C 1.02 -0.68 -0.04  0.5998
4 O 1.14 -1.53 0.79  -0.6025
5 O -1.28 1.69 1.43  -0.6000
6 O 1.70 -0.19 -0.91  -0.5867
7 H -1.08 -0.05 -1.37  0.2648

Properties
- Energy above the lowest of the compared OMol25 structures with the same formula, charge and spin: 31.59 kJ/mol
- Net charge: -1
- Multiplicity: 3
- E_LUMO (alpha / beta): 4.180 / 2.297 eV
- HOMO-LUMO gap (alpha / beta): 5.55 / 7.07 eV
- HOMO (alpha / beta): -1.37 / -4.77 eV

(2)
The following is a DFT calculation (ωB97M-V with the def2-TZVPD basis set) of an isolated molecule of C24H23BrN2O3.

Last column: Mulliken charge in e.
Atoms and positions in Å:
1 C -4.62 -3.42 0.50  -1.3753
2 C -4.05 -2.02 0.36  -0.0336
3 O -2.79 -1.90 1.03  -0.2918
4 C -1.70 -2.29 0.38  0.9432
5 O -1.69 -2.74 -0.74  -0.5889
6 C -0.44 -2.06 1.22  -1.3438
7 N 0.37 -0.95 0.78  0.1724
8 C -0.22 0.36 1.05  0.1885
9 C 0.86 1.43 1.03  -0.2567
10 C 1.95 1.28 1.88  -0.1825
11 C 2.97 2.22 1.88  -0.6809
12 C 2.91 3.31 1.04  -0.5608
13 C 1.81 3.48 0.21  -0.8777
14 C 0.80 2.54 0.20  -0.2207
15 C -1.33 0.63 0.08  0.0823
16 C -2.50 1.28 0.44  -0.5507
17 C -3.51 1.43 -0.49  -0.4417
18 Br -5.13 2.31 0.03  -0.1779
19 C -3.39 0.94 -1.78  -0.6313
20 C -2.23 0.28 -2.14  -0.7380
21 C -1.19 0.11 -1.22  0.4732
22 N -0.02 -0.51 -1.59  -0.0279
23 C 0.89 -1.07 -0.57  -0.3570
24 C 2.30 -0.48 -0.62  -0.0887
25 C 3.23 -1.09 0.22  -0.9106
26 C 4.53 -0.66 0.28  -0.7756
27 C 4.95 0.39 -0.51  -0.5624
28 C 4.05 1.00 -1.36  -0.4798
29 C 2.72 0.57 -1.43  0.7793
30 O 1.92 1.23 -2.30  -0.7592
31 H -5.60 -3.47 0.03  0.4143
32 H -4.72 -3.68 1.56  0.3293
33 H -3.96 -4.14 0.02  0.3214
34 H -4.69 -1.28 0.83  0.3446
35 H -3.90 -1.77 -0.70  0.2633
36 H 0.17 -2.97 1.17  0.4785
37 H -0.74 -1.88 2.26  0.4518
38 H -0.62 0.33 2.06  1.1782
39 H 2.00 0.42 2.53  0.3378
40 H 3.82 2.09 2.54  0.4259
41 H 3.70 4.04 1.04  0.4031
42 H 1.75 4.33 -0.45  0.4003
43 H -0.05 2.68 -0.46  0.3558
44 H -2.61 1.65 1.44  0.5922
45 H -4.19 1.07 -2.49  0.4271
46 H -2.13 -0.12 -3.14  0.4200
47 H -0.11 -1.10 -2.41  0.2588
48 H 0.98 -2.14 -0.78  0.8333
49 H 2.89 -1.91 0.84  0.3569
50 H 5.23 -1.15 0.95  0.4134
51 H 5.97 0.74 -0.47  0.4002
52 H 4.34 1.82 -1.99  0.4482
53 H 1.02 0.85 -2.23  0.4205

Properties
- Net charge: 0
- E_LUMO: 0.635 eV
- SMILES: CCOC(=O)CN1[C@@H](c2ccccc2)c2cc(Br)ccc2N[C@H]1c1ccccc1O
- HOMO-LUMO gap: 8.85 eV
- HOMO: -8.21 eV

(3)
The following is a DFT calculation (ωB97M-V with the def2-TZVPD basis set) of the ion C42H39Cl3N2OP with charge +1 at a distorted geometry.

Last column: Mulliken charge in e.
Atoms and positions in Å:
1 Cl -5.46 -4.65 4.91  -0.1737
2 C -4.24 -3.84 4.01  0.2351
3 C -4.50 -3.40 2.71  -0.9822
4 C -3.52 -2.72 1.99  -0.1598
5 C -2.30 -2.37 2.60  0.1027
6 P -1.04 -1.27 1.86  2.1505
7 C -1.00 0.28 2.81  -0.2656
8 C -0.10 1.30 2.44  0.1365
9 C 0.00 2.46 3.21  -0.8499
10 C -0.79 2.59 4.36  0.1481
11 Cl -0.60 3.98 5.36  -0.1780
12 C -1.70 1.60 4.73  -0.9262
13 C -1.82 0.45 3.94  -0.3162
14 C 0.52 -2.09 2.26  0.4934
15 C 0.83 -3.30 1.62  -0.0724
16 C 1.82 -4.14 2.14  -1.0544
17 C 2.52 -3.76 3.29  0.2652
18 Cl 3.67 -4.83 3.98  -0.1727
19 C 2.28 -2.52 3.89  -0.9968
20 C 1.29 -1.68 3.37  -0.2101
21 C -2.03 -2.88 3.89  -0.6924
22 C -2.99 -3.61 4.58  -0.8965
23 H -5.48 -3.59 2.27  0.4399
24 H -3.73 -2.44 0.96  0.4613
25 H 0.52 1.18 1.55  -0.3794
26 H 0.70 3.25 2.94  0.5903
27 H -2.31 1.71 5.62  0.4371
28 H -2.54 -0.31 4.23  0.4935
29 H 0.27 -3.61 0.73  0.3651
30 H 2.02 -5.10 1.68  0.4397
31 H 2.85 -2.22 4.77  0.4529
32 H 1.10 -0.72 3.85  0.4734
33 H -1.07 -2.68 4.36  0.4432
34 H -2.76 -4.00 5.58  0.4364
35 C 3.00 0.70 -5.01  -0.9793
36 N 2.81 0.31 -3.64  0.3701
37 C 3.88 0.30 -2.78  -0.2051
38 O 5.06 0.47 -3.08  -0.6920
39 C 3.33 0.07 -1.38  0.2615
40 C 3.65 1.25 -0.46  -1.4951
41 C 3.12 2.56 -1.01  0.2867
42 C 3.82 3.23 -2.02  -0.2203
43 C 3.32 4.43 -2.54  -0.7599
44 C 2.14 4.98 -2.04  -0.5149
45 C 1.47 4.33 -1.00  -0.6225
46 C 1.97 3.14 -0.47  0.3964
47 N 1.92 -0.13 -1.61  0.2815
48 C 1.06 -0.52 -0.62  -0.4688
49 C -0.29 -0.34 -0.67  -2.5680
50 C -1.31 -1.08 0.17  1.8142
51 C -2.75 -0.54 -0.15  -0.7379
52 C -3.48 0.21 0.77  0.3977
53 C -4.77 0.66 0.47  -1.0730
54 C -5.31 0.43 -0.80  -0.5917
55 C -4.55 -0.27 -1.75  -1.0139
56 C -3.28 -0.76 -1.42  0.3100
57 C 1.51 0.21 -2.99  0.1051
58 C 0.75 1.55 -3.11  -0.1207
59 C -0.01 1.45 -4.43  -0.8337
60 C -0.11 -0.05 -4.80  -0.8335
61 C 0.64 -0.84 -3.73  -0.8546
62 H 4.02 0.43 -5.29  0.4027
63 H 2.28 0.17 -5.63  0.3051
64 H 2.87 1.79 -5.15  0.2375
65 H 3.78 -0.86 -0.99  0.5438
66 H 3.24 1.05 0.53  0.4296
67 H 4.74 1.29 -0.40  0.6607
68 H 4.76 2.82 -2.39  0.4511
69 H 3.88 4.94 -3.34  0.4349
70 H 1.76 5.92 -2.44  0.3958
71 H 0.55 4.75 -0.59  0.4420
72 H 1.47 2.66 0.37  0.0266
73 H 1.55 -1.03 0.22  0.8251
74 H -0.73 0.22 -1.48  0.9799
75 H -1.28 -2.14 -0.16  0.6135
76 H -3.08 0.47 1.75  0.2514
77 H -5.33 1.20 1.22  0.4739
78 H -6.31 0.80 -1.04  0.4164
79 H -4.93 -0.42 -2.76  0.4383
80 H -2.70 -1.33 -2.16  0.4508
81 H 0.07 1.66 -2.26  0.2838
82 H 1.46 2.38 -3.05  -0.1318
83 H -1.00 1.91 -4.35  0.4076
84 H 0.54 2.01 -5.21  0.3838
85 H -1.16 -0.35 -4.84  0.4636
86 H 0.32 -0.23 -5.79  0.3309
87 H 1.27 -1.64 -4.13  0.3939
88 H -0.06 -1.28 -3.00  0.2128

Properties
- Net charge: +1
- E_LUMO: -2.839 eV
- HOMO-LUMO gap: 7.75 eV
- HOMO: -10.59 eV